i | Density functional theory data (wB97M-V/def2-TZVPD) for an isolated molecule of C6H7FS.

For the HOMO-LUMO gap, the calculation gives 9.4 eV. The SMILES is FC1=CC[C@H]2CS[C@@H]12. Its HOMO energy is -8.6 eV. As for the spin multiplicity: 1.

```
15
C6H7FS, DFT wB97M-V/def2-TZVPD
F 1.178 -2.025 -0.123
C 1.096 -0.666 -0.090
C 1.972 0.436 -0.234
C 1.069 1.738 -0.085
C -0.306 1.293 0.609
C -1.445 1.002 -0.542
S -1.614 -0.761 -0.090
C -0.042 -0.269 0.743
H 3.121 0.741 -0.586
H 1.581 2.258 0.586
H 0.808 2.200 -0.980
H -0.931 1.825 1.356
H -1.101 1.257 -1.683
H -2.330 1.582 -0.257
H -0.001 -0.671 1.693
```

***

ii | Density functional theory data (wB97M-V/def2-TZVPD) for an isolated molecule of C6H7FS.

For the HOMO-LUMO gap, the calculation gives 7.5 eV. The SMILES is C=C/C=C(/C=S)CF. Its HOMO energy is -8.7 eV. As for the spin multiplicity: 1.

```
15
C6H7FS, DFT wB97M-V/def2-TZVPD
C 1.790 -2.100 -0.136
C 1.220 -0.886 -0.010
C -0.176 -0.739 -0.126
C -0.734 0.498 0.061
C -2.191 0.609 -0.067
S -3.327 -0.567 -0.205
C 0.023 1.822 0.293
F 1.050 2.040 -0.629
H 1.164 -2.992 -0.109
H 2.877 -2.225 -0.217
H 1.848 -0.011 0.137
H -0.798 -1.631 -0.254
H -2.537 1.621 -0.222
H -0.645 2.675 0.169
H 0.434 1.885 1.316
```

***

Result of the stability comparison: ii is the most stable of them.

***

i | Density functional theory data (wB97M-V/def2-TZVPD) for a structure of composition C2H8N3S.

For the HOMO-LUMO gap, the calculation gives 9.0 eV. Its HOMO energy is -13.4 eV. Its charge is +1. As for the spin multiplicity: 1.

```
14
C2H8N3S, DFT wB97M-V/def2-TZVPD
C 0.521 -0.565 0.253
C -0.908 -0.663 0.025
N 1.379 1.210 -1.084
N 1.489 0.209 -0.142
N -1.469 -1.054 -1.118
S 0.351 -1.969 1.144
H -0.736 0.887 2.315
H -1.582 -0.256 0.772
H 0.427 1.546 -1.189
H 2.029 1.970 -0.919
H 2.444 -0.033 0.116
H -0.607 1.475 2.815
H -0.901 -1.407 -1.875
H -2.435 -1.350 -1.114
```

***

ii | Density functional theory data (wB97M-V/def2-TZVPD) for a structure of composition C2H8N3S.

For the HOMO-LUMO gap (alpha / beta), the calculation gives 7.9 / 7.9 eV. Its HOMO energy (alpha / beta) is -13.1 / -13.1 eV. Its charge is +1. As for the spin multiplicity: 1.

```
14
C2H8N3S, DFT wB97M-V/def2-TZVPD
C -0.512 -0.211 0.482
C 0.334 -0.381 -0.710
N 1.115 1.169 1.473
N 0.027 0.316 1.602
N -0.250 -1.121 -1.899
S -1.343 1.266 -0.790
H -1.322 -0.850 0.666
H 1.410 -0.036 -0.565
H 0.892 2.151 1.409
H 1.619 0.951 2.297
H -0.710 0.374 2.285
H -0.927 -0.407 -2.282
H -0.894 -1.868 -1.532
H 0.562 -1.354 -2.436
```

***

Result of the stability comparison: i is the most stable of them.

***

i | Density functional theory data (wB97M-V/def2-TZVPD) for a structure of composition H28HeO14.

For the HOMO-LUMO gap, the calculation gives 9.8 eV. Its HOMO energy is -9.8 eV. As for the spin multiplicity: 1.

```
43
H28HeO14, DFT wB97M-V/def2-TZVPD
He 1.338 10.124 15.004
O 0.249 7.350 17.151
H -0.259 8.161 17.146
H 0.768 7.387 16.347
O 0.099 7.003 12.490
H 0.589 7.501 11.835
H -0.448 7.655 12.928
O 3.546 10.281 12.433
H 3.150 9.680 11.803
H 3.628 9.768 13.237
O -1.386 9.588 17.023
H -1.423 10.179 16.271
H -1.499 10.159 17.783
O 2.111 7.220 14.804
H 2.939 7.635 14.561
H 1.591 7.237 14.001
O -1.745 11.887 15.474
H -1.101 12.525 15.166
H -2.433 12.416 15.878
O -1.888 10.951 12.636
H -2.789 10.910 12.955
H -1.503 11.695 13.099
O -0.003 13.409 13.440
H 0.681 12.964 12.940
H -0.445 13.965 12.799
O -1.903 8.469 13.688
H -1.835 9.395 13.457
H -2.444 8.457 14.478
O 3.371 9.388 17.584
H 3.659 9.276 18.490
H 3.052 8.523 17.326
O 5.595 10.500 16.090
H 4.762 10.219 16.469
H 5.442 11.404 15.816
O 1.954 12.492 11.726
H 1.294 11.955 11.287
H 2.678 11.890 11.896
O 4.412 8.576 14.434
H 4.942 7.992 13.891
H 5.051 9.124 14.891
O 1.761 11.891 18.147
H 2.048 12.629 17.610
H 2.402 11.202 17.971
```

***

ii | Density functional theory data (wB97M-V/def2-TZVPD) for a structure of composition H28HeO14.

For the HOMO-LUMO gap, the calculation gives 10.3 eV. Its HOMO energy is -10.6 eV. As for the spin multiplicity: 1.

```
43
H28HeO14, DFT wB97M-V/def2-TZVPD
He 19.495 2.397 11.462
O 20.481 -1.325 10.698
H 19.824 -1.316 11.393
H 20.654 -0.401 10.518
O 17.590 -0.980 9.087
H 17.412 -0.319 9.757
H 17.661 -1.801 9.574
O 19.267 1.999 7.420
H 19.527 2.056 8.339
H 18.310 1.962 7.443
O 21.395 3.942 10.820
H 21.991 3.805 11.557
H 21.391 3.104 10.356
O 16.012 1.647 14.293
H 16.004 1.407 15.220
H 16.864 2.061 14.159
O 16.863 3.594 9.794
H 16.061 3.944 10.181
H 17.474 4.332 9.799
O 21.362 1.301 9.808
H 22.019 1.059 10.460
H 21.644 0.859 9.007
O 18.568 3.014 13.800
H 19.069 3.409 14.514
H 19.223 2.812 13.132
O 16.893 1.117 11.187
H 16.023 0.720 11.219
H 16.760 1.951 10.736
O 18.408 -0.915 12.891
H 18.121 -0.232 12.284
H 17.846 -1.664 12.691
O 21.252 -0.529 13.841
H 20.431 -0.040 13.902
H 20.996 -1.443 13.971
O 17.012 5.340 14.075
H 17.354 4.496 13.781
H 17.205 5.364 15.012
O 23.177 3.219 12.720
H 24.110 3.430 12.686
H 22.970 3.194 13.654
O 19.095 5.220 9.861
H 19.422 5.110 8.968
H 19.666 4.668 10.395
```

***

Result of the stability comparison: i is the most stable of them.